Record 1
A molecular structure, C52H59Cl2I2N3O7RbS3Si2 in a non-equilibrium geometry, computed with wB97M-V/def2-TZVPD.

* total charge: -1
* HOMO (spin up / spin down): -4.09 / -3.73 eV

Each line ends with the Löwdin charge.
Element x y z (Å)
Rb: -1.48019 -0.02341 -0.32907  0.6754
Cl: -3.18098 0.08922 -4.54788  0.7459
C: -4.36996 1.33881 -4.68835  -0.6528
C: -5.42814 1.13882 -5.54817  -0.1112
C: -6.34059 2.15844 -5.71339  -0.0654
C: -6.13285 3.39303 -5.13116  -0.0978
C: -5.06989 3.54782 -4.26186  -0.6694
Cl: -4.82195 5.07208 -3.50656  0.7129
C: -4.19231 2.51113 -3.93961  -0.5871
S: -2.83975 2.70782 -2.83839  0.9127
H: -5.55312 0.15865 -5.99794  0.1159
H: -7.20240 1.95725 -6.35125  0.1171
H: -6.79528 4.23540 -5.30775  0.1097
C: 5.13291 2.32404 -5.97263  -0.0513
C: 4.57638 1.55347 -4.83017  -0.2844
C: 4.80247 0.17933 -4.70272  -0.0188
C: 4.28150 -0.50642 -3.59067  -0.0574
C: 3.51621 0.16754 -2.67480  -0.4160
C: 3.30086 1.53351 -2.79491  -0.0779
C: 3.82989 2.22728 -3.87920  -0.0317
S: 2.64907 -0.62560 -1.34989  1.0496
O: 1.47089 0.29102 -1.13927  -0.5581
C: 3.97419 -0.38824 -0.13604  -0.2647
C: 5.07430 0.51352 -0.13224  -0.0230
C: 6.06750 0.46340 0.83764  -0.0158
C: 6.03965 -0.50579 1.85942  -0.1687
C: 7.06099 -0.69915 2.85576  -0.0202
C: 6.90049 -1.66126 3.82856  -0.0741
C: 5.69945 -2.41320 3.92711  -0.0494
C: 4.72953 -2.20258 2.99699  -0.0154
C: 4.89693 -1.31328 1.93538  -0.1226
C: 3.88115 -1.27886 0.91052  -0.1770
C: 2.68798 -2.10138 1.13772  -0.2180
C: 2.67966 -3.43557 0.65763  -0.1202
C: 3.70901 -3.91653 -0.20067  -0.0178
C: 3.71196 -5.21967 -0.56515  -0.0842
C: 2.69708 -6.11471 -0.18083  -0.0635
C: 1.65569 -5.65006 0.58677  -0.0050
C: 1.66027 -4.31499 1.06270  -0.1488
C: 0.57322 -3.81002 1.81534  -0.0147
C: 0.54269 -2.49282 2.20853  -0.0300
C: 1.60702 -1.63145 1.85285  -0.2644
S: 1.51867 0.13340 2.23739  1.0450
O: 0.11014 0.36926 2.74312  -0.5104
C: 2.52345 0.20507 3.69093  -0.3770
C: 3.68121 0.94291 3.57949  -0.0936
C: 4.47381 1.08139 4.68180  -0.0383
C: 4.13070 0.44107 5.87973  -0.2804
C: 4.95220 0.67716 7.09233  -0.0578
C: 2.94821 -0.28683 5.96862  -0.0310
C: 2.12282 -0.38709 4.86394  -0.0497
H: 4.95867 1.79864 -6.90408  0.0816
H: 6.19323 2.41774 -5.89075  0.0731
H: 4.64920 3.30844 -5.99024  0.0821
H: 5.36605 -0.41985 -5.39878  0.1115
H: 4.43480 -1.60974 -3.56655  0.1327
H: 2.68686 2.01806 -2.03758  0.1176
H: 3.61822 3.29333 -3.99657  0.1189
H: 5.16716 1.30671 -0.88652  0.1144
H: 6.89454 1.12562 0.81164  0.1029
H: 8.01789 -0.17703 2.84079  0.1109
H: 7.64107 -1.78521 4.59329  0.0942
H: 5.55369 -3.17728 4.69709  0.1147
H: 3.83952 -2.81871 3.03764  0.1298
H: 4.46834 -3.20013 -0.54262  0.1210
H: 4.49480 -5.58418 -1.24044  0.1082
H: 2.70294 -7.12675 -0.57667  0.1066
H: 0.81764 -6.30694 0.86612  0.1127
H: -0.25727 -4.43216 2.08077  0.0702
H: -0.30324 -2.11884 2.75998  0.0944
H: 3.98803 1.42506 2.65259  0.1186
H: 5.38125 1.69233 4.59079  0.1278
H: 5.99554 0.48619 6.86175  0.0747
H: 4.61762 0.03720 7.91793  0.0781
H: 4.87058 1.71452 7.45055  0.0906
H: 2.66870 -0.77299 6.93343  0.1281
H: 1.19221 -0.98198 4.93503  0.1346
C: -2.60296 5.16770 1.02647  -0.1640
Si: -1.98869 3.44875 1.60104  0.3801
C: -1.83371 3.43370 3.50780  -0.1571
C: -0.34234 3.07537 0.84440  -0.1913
N: -3.03799 2.23006 1.00757  -0.0663
C: -4.33500 2.22723 1.27372  -0.3132
C: -5.04664 3.24839 2.00603  -0.0695
C: -6.39530 3.19904 2.29444  -0.1121
C: -7.19743 2.11760 1.82830  -0.1059
C: -6.57738 1.10697 1.11643  -0.0659
C: -5.18502 1.07341 0.78487  -0.3315
N: -4.55479 0.18100 0.04841  -0.0715
Si: -5.36678 -1.10029 -0.76254  0.4239
C: -4.08577 -2.06721 -1.75027  -0.1842
C: -6.33110 -2.39339 0.23157  -0.1607
C: -6.62871 -0.43570 -2.10294  -0.1453
H: -1.75783 5.78023 0.83441  -0.0011
H: -3.27286 5.61660 1.77861  0.0253
H: -3.14079 5.03511 0.09671  0.0187
H: -1.15923 4.17660 3.94494  0.0216
H: -1.49578 2.45799 3.84047  0.0071
H: -2.81411 3.58182 3.98673  0.0207
H: 0.46056 3.74005 1.17527  0.0368
H: -0.43210 3.14915 -0.26472  0.0368
H: -0.04965 2.05276 1.08503  -0.0446
H: -4.44684 4.04934 2.40183  0.0500
H: -6.85859 3.91203 2.96697  0.0868
H: -8.21412 2.08840 2.12522  0.0762
H: -7.15091 0.24118 0.79651  0.0714
H: -3.60208 -1.31534 -2.40853  -0.0320
H: -4.59145 -2.74992 -2.41374  0.0336
H: -3.38755 -2.62871 -1.15398  -0.0114
H: -5.62428 -2.99519 0.79187  0.0184
H: -6.75967 -3.07199 -0.47020  0.0155
H: -7.11363 -2.10841 0.92939  0.0194
H: -6.22510 0.06779 -2.94107  -0.0297
H: -7.34504 0.23445 -1.60573  0.0179
H: -7.18177 -1.29653 -2.52594  0.0316
O: 0.75699 -0.26763 -5.18590  -0.0348
H: 1.02232 0.59971 -4.89538  0.0265
H: -0.16985 -0.14929 -5.43079  0.0279
O: -2.25694 -0.99247 2.19542  -0.1507
H: -3.12576 -0.73043 1.95460  -0.0148
H: -1.94058 -0.45292 2.94209  0.0382
O: -0.78298 -3.09763 -0.87643  -0.1587
H: -1.36860 -3.22239 -1.65130  0.0425
H: -1.19748 -3.59545 -0.14073  -0.0722
O: 0.48775 -2.87053 -3.46512  -0.0535
H: 0.62396 -1.96218 -3.68023  -0.0285
H: 0.46485 -2.96383 -2.49188  0.0073
O: -2.04641 3.72966 -5.03966  -0.0679
N: -1.72056 3.56900 -3.92721  -0.3214
I: -2.80291 -5.75184 0.62804  -0.2182
I: -4.39221 -6.91676 -1.75917  -0.3755

Record 2
A molecular structure, C5H12BeO9 in a non-equilibrium geometry, computed with wB97M-V/def2-TZVPD.

* total charge: -2
* relative energy (zero: lowest compared OMol25 entry of this formula, charge and spin): 496.2 kJ/mol
* HOMO: 1.63 eV

Each line ends with the natural charge from an NBO analysis.
Element x y z (Å)
Be: -0.40016 -0.02908 0.21773  1.6597
C: -2.65154 -0.42393 0.35346  0.8555
O: -2.02615 0.50178 0.87585  -0.9186
O: -3.57984 -0.86209 1.02624  -0.7964
O: -1.92192 -1.00176 -0.42966  -0.9043
C: -0.52662 -1.35236 1.94158  0.8802
O: -0.21829 -1.82446 0.88870  -0.8749
O: -1.45403 -1.89992 2.60300  -0.8330
O: -0.39856 -0.09356 2.06866  -0.9299
C: 1.66428 1.72410 0.10098  -0.2713
O: 0.61395 1.30571 0.93963  -0.7282
H: 1.57234 2.76457 -0.21060  0.1331
H: 2.63913 1.38345 0.44987  0.1578
H: 1.33622 1.30151 -0.84870  0.1621
H: 0.99382 1.37076 1.81887  0.5140
C: 1.87834 -1.71646 0.06605  -0.2774
O: 1.24709 -0.51974 -0.38550  -0.7883
H: 2.70873 -1.56154 0.75493  0.1321
H: 1.26983 -2.50377 0.51097  0.2988
H: 2.36900 -2.25925 -0.74186  0.1181
H: 1.77987 -0.09417 -1.06126  0.4620
C: -1.53079 0.90871 -1.75363  -0.2760
O: -0.13765 0.90164 -1.28819  -0.8311
H: -1.50523 0.33410 -2.67951  0.1399
H: -2.35532 0.36263 -1.29534  0.3066
H: -1.73636 1.96378 -1.93439  0.1269
H: 0.36997 1.31937 -1.98778  0.4829

Record 3
11 unconnected molecules or ions with the total composition C33H60O33 in a non-equilibrium geometry, computed with wB97M-V/def2-TZVPD.

* total charge: 0
* relative energy (zero: lowest compared OMol25 entry of this formula, charge and spin): 431.3 kJ/mol
* HOMO: -10.28 eV

Each line ends with the Löwdin charge.
Element x y z (Å)
C: -0.71017 7.35662 4.14455  -0.0279
O: 0.18916 6.40450 3.50164  -0.0392
C: 0.33864 5.09994 4.00363  -0.5262
O: -0.00846 4.67507 5.08471  0.1292
O: 1.01260 4.35409 3.11899  -0.0503
C: 1.60020 3.17653 3.51798  -0.0703
H: -0.26567 7.70203 5.07794  0.0925
H: -1.59711 6.81558 4.47426  0.0867
H: -1.02247 8.13558 3.44899  0.0933
H: 0.85251 2.55682 4.01296  0.0968
H: 2.41882 3.43968 4.18784  0.1164
H: 2.01315 2.52268 2.74983  0.0908
C: 0.92552 -1.14053 4.05159  -0.0246
O: 1.99901 -0.29690 4.39968  0.0024
C: 3.21363 -0.62461 3.92363  -0.5967
O: 3.51950 -1.56040 3.16942  0.0812
O: 4.05140 0.28092 4.33472  0.0138
C: 5.49683 -0.02212 4.13026  0.0224
H: 0.04909 -0.63624 4.45861  0.1055
H: 1.04210 -2.17253 4.38247  0.0992
H: 0.71942 -1.12596 2.98135  0.0856
H: 5.70694 -0.12977 3.06613  0.0859
H: 5.59292 -1.07430 4.39817  0.0912
H: 6.20247 0.65442 4.61240  0.0985
C: -7.57496 -1.96790 -1.73604  -0.0176
O: -6.17379 -1.64587 -1.81271  -0.0054
C: -5.30676 -2.58148 -2.17758  -0.4958
O: -5.44385 -3.80099 -2.37893  0.0949
O: -4.03240 -1.95935 -2.26985  -0.0612
C: -2.91713 -2.77011 -2.46537  -0.0794
H: -7.79734 -2.70571 -0.96514  0.0782
H: -7.88857 -2.39084 -2.69044  0.0958
H: -8.07994 -1.00868 -1.62213  0.0955
H: -1.98885 -2.26996 -2.18923  0.0800
H: -2.83340 -2.92039 -3.54171  0.0895
H: -2.96535 -3.74216 -1.97456  0.0983
C: -1.17678 3.16624 1.24164  -0.0764
O: -0.51755 4.10528 0.51607  0.0092
C: -0.20102 3.89781 -0.78864  -0.5352
O: -0.59967 3.00529 -1.46897  0.1324
O: 0.56390 4.90558 -1.26322  -0.0181
C: 0.93594 5.03950 -2.64789  -0.0010
H: -2.03906 2.67877 0.78672  0.0970
H: -1.64051 3.77061 2.02125  0.1073
H: -0.47942 2.46465 1.69942  0.0865
H: 0.00570 4.96516 -3.21113  0.0985
H: 1.65467 4.25189 -2.87415  0.0754
H: 1.34182 6.02007 -2.89656  0.1006
C: -8.48339 -5.50105 2.44140  -0.0711
O: -7.14022 -5.15901 2.79739  -0.0188
C: -6.41068 -4.41276 1.87856  -0.6485
O: -6.87880 -3.91611 0.91349  0.1442
O: -5.20335 -4.46011 2.23257  0.0362
C: -4.07917 -3.99013 1.43496  0.0301
H: -8.56392 -6.26996 1.67303  0.0942
H: -9.21306 -4.70156 2.31290  0.0906
H: -8.89842 -6.01203 3.31016  0.0836
H: -4.44702 -3.14534 0.85262  0.0913
H: -3.72450 -4.75411 0.74312  0.1037
H: -3.23977 -3.74356 2.08513  0.0894
C: 3.33745 5.35776 1.00081  -0.0366
O: 4.02248 4.13917 1.12224  0.0208
C: 4.50070 3.62409 0.02169  -0.5694
O: 4.18421 4.03793 -1.11351  0.0888
O: 5.25629 2.55735 0.34315  0.0005
C: 5.51708 1.62960 -0.73236  -0.0102
H: 2.59467 5.50267 1.78527  0.0840
H: 2.68458 5.29676 0.13010  0.0785
H: 3.93382 6.26083 0.87082  0.1072
H: 6.23784 0.91412 -0.33650  0.0975
H: 5.98263 2.01168 -1.64087  0.0832
H: 4.56992 1.11761 -0.90221  0.0931
C: 2.22341 1.68134 -3.73594  -0.0120
O: 3.39503 2.48594 -3.92461  0.0190
C: 4.57456 1.95073 -4.02974  -0.5895
O: 4.89172 0.76058 -3.86270  0.0890
O: 5.46532 2.93742 -4.32967  -0.0258
C: 6.76144 2.54537 -4.74148  -0.0514
H: 2.09724 0.80638 -4.37362  0.0963
H: 1.32026 2.25214 -3.95185  0.0882
H: 2.16098 1.30452 -2.71505  0.0876
H: 7.38377 3.43217 -4.86135  0.0944
H: 6.79467 1.97053 -5.66699  0.0997
H: 7.11381 1.97515 -3.88195  0.0863
C: 1.97664 -4.07819 2.60709  -0.0597
O: 0.62512 -4.51989 2.62159  -0.0131
C: 0.28539 -5.36970 3.60633  -0.6251
O: 1.05733 -6.09898 4.19108  0.1217
O: -1.02185 -5.42361 3.54518  -0.0017
C: -1.66485 -6.40544 4.40110  -0.0072
H: 1.98246 -3.20781 1.95096  0.0661
H: 2.48324 -4.84396 2.01969  0.1045
H: 2.50111 -3.87117 3.53992  0.0917
H: -1.57116 -5.95802 5.39061  0.0957
H: -1.19645 -7.38670 4.32460  0.0991
H: -2.73899 -6.40832 4.21589  0.0907
O: -1.02113 -2.66051 0.53131  0.1285
C: -0.18405 -1.78603 0.37936  -0.6242
O: 1.11170 -1.99907 0.09178  0.0538
C: 1.87337 -0.76962 0.08435  -0.0601
C: 0.68983 0.22793 0.04591  -0.0961
O: -0.40834 -0.53905 0.50808  0.0855
H: 2.46785 -0.59248 0.98063  0.1131
H: 2.45857 -0.74068 -0.83478  0.1122
H: 0.40999 0.62642 -0.92927  0.1171
H: 0.95397 1.08042 0.67168  0.1118
O: -1.81618 0.88599 -5.06669  0.0897
C: -2.33395 1.10277 -3.95347  -0.4652
O: -3.21205 2.10123 -3.70776  0.0607
C: -3.51028 2.16145 -2.30927  -0.0912
C: -2.78600 0.94014 -1.66000  -0.1329
O: -2.15191 0.38240 -2.78312  0.0254
H: -3.22250 3.09206 -1.82014  0.1192
H: -4.57109 1.92057 -2.24027  0.1277
H: -3.44802 0.18556 -1.23521  0.1224
H: -2.11896 1.33475 -0.89356  0.0776
O: 2.47953 -1.99938 -3.06510  0.0821
C: 1.73910 -2.33887 -4.02803  -0.5466
O: 0.43701 -2.48522 -3.95977  0.0870
C: -0.03428 -2.55355 -5.29515  -0.1166
C: 1.16479 -3.09229 -6.14395  -0.0362
O: 2.21718 -2.58653 -5.26119  0.0329
H: -0.86404 -3.25881 -5.34207  0.1199
H: -0.60618 -1.70477 -5.67013  0.1250
H: 1.30469 -2.58405 -7.09801  0.1325
H: 1.35553 -4.16369 -6.08224  0.1328

Record 4
4 unconnected molecules or ions with the total composition C20H19Br2N3O6 in a non-equilibrium geometry, computed with wB97M-V/def2-TZVPD.

* total charge: 0
* relative energy (zero: lowest compared OMol25 entry of this formula, charge and spin): 0.0 kJ/mol
* HOMO: -9.60 eV

Each line ends with the natural charge from an NBO analysis.
Element x y z (Å)
O: -6.51969 -1.38400 -0.04462  -0.3717
N: -6.69016 -1.30054 -1.24336  0.5283
O: -7.56022 -1.89608 -1.84977  -0.3857
C: -5.81899 -0.40975 -2.00674  0.0231
C: -6.23264 -0.00446 -3.26773  -0.1913
C: -5.32939 0.76564 -3.98639  -0.2149
C: -4.12869 1.19715 -3.46222  -0.1902
C: -3.70896 0.71253 -2.21767  -0.1897
C: -4.57902 -0.08417 -1.48061  -0.1992
H: -7.17995 -0.32132 -3.67224  0.2473
H: -5.64607 1.18358 -4.93706  0.2143
H: -3.43168 1.76695 -4.05868  0.2219
H: -2.70814 0.97637 -1.91053  0.2258
H: -4.28578 -0.40666 -0.49163  0.2655
O: -2.68800 -0.80771 1.23764  -0.3676
N: -1.64674 -1.02922 0.67663  0.5301
O: -1.50565 -0.92052 -0.51562  -0.4023
C: -0.51041 -1.42450 1.47973  0.0719
C: 0.74013 -1.47499 0.87857  -0.1958
C: 1.82517 -1.85507 1.64634  -0.2208
C: 1.67688 -2.15795 3.00140  -0.1772
C: 0.43589 -2.00010 3.61303  -0.2110
C: -0.65232 -1.67804 2.82575  -0.1958
H: 0.86144 -1.20656 -0.15962  0.2513
H: 2.81160 -1.97288 1.21635  0.2236
H: 2.51331 -2.39012 3.64854  0.2203
H: 0.24825 -2.13969 4.66775  0.2258
H: -1.63819 -1.57302 3.26221  0.2467
O: 1.63381 1.39046 1.07294  -0.3832
N: 2.20577 1.45908 2.13773  0.5329
O: 1.66639 1.72544 3.19587  -0.3738
C: 3.64346 1.21052 2.19567  0.0168
C: 4.31392 0.95435 1.00200  -0.2006
C: 5.67870 0.78172 0.97486  -0.2011
C: 6.35861 0.88308 2.19292  -0.1749
C: 5.69760 1.09982 3.38612  -0.2185
C: 4.32137 1.25644 3.41218  -0.1767
H: 3.68292 0.78724 0.13850  0.2531
H: 6.24078 0.55732 0.08133  0.2264
H: 7.40472 0.59599 2.17246  0.2182
H: 6.26583 1.14202 4.30556  0.2248
H: 3.78630 1.39459 4.33921  0.2498
Br: 2.71966 -0.51337 -2.08513  -0.0385
C: 1.75899 1.01976 -2.84391  -0.4228
C: 0.31081 0.63583 -3.04723  -0.4313
Br: -0.61059 2.30254 -3.60820  -0.0239
H: 2.32438 1.15899 -3.75636  0.2299
H: 1.85567 1.84430 -2.14619  0.2356
H: -0.13568 0.25402 -2.13339  0.2463
H: 0.22456 -0.10500 -3.83638  0.2286

These records have total energy values of -163850.9960, -24199.2763, -102757.7717, -177880.3548 eV, in the order they appear.